No. 1
Here is a molecular structure, C17H25Cl5N7Rh in a non-equilibrium geometry from the Open Molecules 2025 dataset. Energies are from wB97M-V/def2-TZVPD.

```
55
Properties=species:S:1:pos:R:3:lowdin_charge:R:1
Rh 0.445 1.272 -0.199 0.9723
C -0.489 1.623 2.454 -0.1439
C -1.210 2.798 1.818 -0.1466
N -1.131 2.722 0.328 -0.1121
C -0.788 4.012 -0.342 -0.1428
C 0.624 3.994 -0.955 -0.1566
N 1.484 3.008 -0.244 -0.1418
C 1.832 3.478 1.134 -0.1223
C 1.919 2.291 2.063 -0.1433
N 0.813 1.343 1.781 -0.1601
H -0.329 1.792 3.521 0.1426
H -1.081 0.716 2.346 0.1063
H -2.249 2.798 2.146 0.1408
H -0.786 3.745 2.146 0.1138
H -2.021 2.395 -0.030 0.1303
H -1.508 4.210 -1.134 0.1349
H -0.891 4.827 0.374 0.1241
H 0.590 3.698 -2.001 0.0912
H 1.075 4.986 -0.903 0.1410
H 2.348 2.866 -0.764 0.1456
H 2.776 4.022 1.108 0.1490
H 1.067 4.185 1.445 0.1105
H 2.846 1.746 1.889 0.0818
H 1.895 2.602 3.109 0.1460
H 1.101 0.400 2.053 0.0734
Cl 3.389 -0.679 1.174 0.7555
C 3.068 -0.522 -0.517 -0.6636
C 1.965 0.194 -0.945 -0.3362
C 1.722 0.201 -2.298 -0.6350
Cl 0.208 1.055 -2.659 0.7852
C 2.488 -0.409 -3.269 -0.7085
Cl 2.052 -0.326 -4.916 0.7673
C 3.622 -1.094 -2.818 -0.6903
Cl 4.640 -1.861 -3.951 0.7654
C 3.905 -1.156 -1.446 -0.6901
Cl 5.277 -2.018 -0.908 0.7599
C -3.757 -3.508 -0.698 -0.0700
C -2.711 -4.473 -0.149 -0.4044
C -2.807 -4.616 1.365 -0.0635
C -1.296 -4.102 -0.600 -0.0798
N -0.910 -2.736 -0.210 -0.0623
C -1.130 -1.582 -0.824 -0.1082
N -0.689 -0.607 -0.054 -0.0493
N -0.164 -1.229 1.051 -0.0022
N -0.304 -2.486 0.955 0.1242
H -4.757 -3.881 -0.485 0.0924
H -3.678 -3.386 -1.781 0.0838
H -3.682 -2.524 -0.224 0.0740
H -2.882 -5.453 -0.605 0.1478
H -2.559 -3.681 1.873 0.0702
H -2.135 -5.389 1.739 0.0889
H -3.822 -4.884 1.654 0.0902
H -1.194 -4.153 -1.683 0.1375
H -0.549 -4.750 -0.146 0.1382
H -1.639 -1.478 -1.767 0.1490
```

Values from the calculation:
Gap between HOMO and LUMO (eV): 8.0
HOMO level (eV): -14.4723
Net charge: +2
DFT total energy (hartree): -3457.0705
Energy above the lowest of the compared OMol25 structures with the same formula, charge and spin (kcal per mole): 4.4

=====

No. 2
Here is 3 unconnected molecules or ions with the total composition C17H25ClINO9S2 from the Open Molecules 2025 dataset. Energies are from wB97M-V/def2-TZVPD.

```
56
Properties=species:S:1:pos:R:3:lowdin_charge:R:1
N 1.396 -0.566 4.393 0.2101
C 0.382 -0.649 3.855 -0.3195
O -0.759 -0.755 3.241 0.1117
C -0.747 -0.643 1.837 -0.2353
O 0.285 -1.439 1.289 0.1276
C 0.340 -1.049 -0.030 -0.5176
O 0.790 -1.713 -0.899 0.1946
O -0.213 0.168 -0.167 0.0974
C -0.546 0.724 1.158 -0.3010
C -1.821 1.545 1.017 -0.1130
C -2.815 1.407 2.178 -0.2477
C -3.942 2.424 2.022 -0.5811
Cl -4.720 2.786 3.590 0.5534
C 0.705 1.502 1.609 -0.0761
C 0.409 2.638 2.571 -0.7781
O 0.304 2.524 3.737 0.0520
I 0.215 4.624 1.723 0.9251
H -1.712 -1.039 1.511 0.1839
H -2.291 1.233 0.079 0.1465
H -1.569 2.598 0.892 0.0505
H -3.253 0.405 2.182 0.1158
H -2.324 1.545 3.145 0.1034
H -3.578 3.373 1.629 0.0694
H -4.734 2.041 1.380 0.0753
H 1.199 1.878 0.713 0.1041
H 1.376 0.841 2.165 0.1264
O 2.499 4.256 -1.287 -0.3305
S 1.305 3.764 -1.926 0.6271
O 0.589 2.649 -1.351 -0.3499
C 0.189 5.135 -2.221 -0.2452
C 0.594 5.652 -3.597 -0.2168
C 0.812 4.406 -4.468 -0.2103
C 1.668 3.427 -3.657 -0.2117
H 0.308 5.854 -1.415 0.0828
H -0.824 4.733 -2.221 0.1094
H -0.169 6.308 -4.012 0.1162
H 1.521 6.222 -3.519 0.1212
H -0.152 3.950 -4.700 0.1172
H 1.294 4.653 -5.412 0.1148
H 1.435 2.383 -3.852 0.1043
H 2.733 3.600 -3.791 0.1061
O 2.249 -8.277 0.311 -0.3228
S 1.059 -7.670 -0.230 0.6588
O 0.109 -8.467 -0.964 -0.3283
C 0.227 -6.774 1.080 -0.2317
C 0.843 -5.380 1.028 -0.2183
C 0.933 -5.013 -0.460 -0.2182
C 1.530 -6.222 -1.190 -0.2161
H 0.388 -7.306 2.015 0.1064
H -0.834 -6.757 0.834 0.1059
H 0.245 -4.660 1.586 0.1081
H 1.841 -5.399 1.470 0.1222
H -0.065 -4.803 -0.847 0.1186
H 1.533 -4.121 -0.618 0.0978
H 1.147 -6.348 -2.199 0.1013
H 2.618 -6.196 -1.209 0.1039
```

Values from the calculation:
Gap between HOMO and LUMO (eV): 10.0
HOMO level (eV): -10.0197
Net charge: 0
DFT total energy (hartree): -2948.9145

=====

No. 3
Here is a molecular structure, C17H25CuN2O6 in a non-equilibrium geometry from the Open Molecules 2025 dataset. Energies are from wB97M-V/def2-TZVPD.

```
51
Properties=species:S:1:pos:R:3:lowdin_spin:R:1
Cu 0.782 1.030 -0.148 0.7279
C 4.017 -2.993 1.107 0.0000
N 3.421 -1.756 1.567 -0.0003
C 3.254 -1.654 3.003 0.0000
C 2.903 -0.829 0.765 -0.0002
O 2.313 0.173 1.180 0.0013
C 3.078 -1.056 -0.737 0.0005
O 2.372 -0.051 -1.426 0.0145
C 1.907 -0.424 -2.701 0.0004
C 0.656 0.390 -3.021 -0.0002
O 0.313 1.312 -2.275 0.0012
N -0.015 0.047 -4.117 -0.0004
C -1.229 0.758 -4.479 0.0000
C 0.379 -1.064 -4.955 0.0000
H 3.244 -3.717 0.831 0.0000
H 4.601 -3.414 1.922 0.0000
H 4.686 -2.831 0.265 0.0000
H 2.650 -2.487 3.365 0.0000
H 2.762 -0.715 3.247 0.0000
H 4.225 -1.689 3.500 0.0000
H 2.690 -2.050 -1.000 -0.0001
H 4.142 -0.998 -1.008 0.0004
H 1.662 -1.492 -2.729 -0.0001
H 2.680 -0.223 -3.454 0.0004
H -1.401 1.544 -3.746 0.0000
H -2.075 0.070 -4.478 0.0000
H -1.130 1.197 -5.474 0.0000
H 1.411 -0.961 -5.291 0.0000
H -0.266 -1.089 -5.828 0.0000
H 0.267 -2.016 -4.430 0.0000
C -3.572 4.631 3.654 -0.0001
O -4.042 3.307 3.491 -0.0002
C -3.335 2.428 2.777 -0.0006
C -3.885 1.123 2.678 -0.0007
C -3.245 0.163 1.964 -0.0005
C -2.008 0.394 1.296 0.0045
C -1.365 -0.620 0.548 0.0041
C -1.936 -2.015 0.391 0.0075
O -0.269 -0.515 -0.068 0.0889
C -1.438 1.719 1.405 0.0117
O -0.333 2.093 0.876 0.1333
C -2.141 2.694 2.146 0.0061
H -4.310 5.127 4.280 0.0000
H -3.510 5.150 2.695 0.0000
H -2.605 4.646 4.159 0.0000
H -4.819 0.928 3.178 0.0000
H -3.693 -0.816 1.903 0.0001
H -2.936 -2.162 0.776 0.0010
H -1.253 -2.707 0.886 -0.0002
H -1.922 -2.248 -0.674 -0.0001
H -1.684 3.669 2.188 0.0000
```

Values from the calculation:
Gap between HOMO and LUMO (alpha / beta) (eV): 8.5 / 6.9
2S+1: 2
HOMO level (alpha / beta) (eV): -10.7860 / -10.7354
Net charge: +1
DFT total energy (hartree): -2864.0236
<S²>: 0.7525

=====

No. 4
Here is 2 unconnected molecules or ions with the total composition C17H25FN8O6 in a non-equilibrium geometry from the Open Molecules 2025 dataset. Energies are from wB97M-V/def2-TZVPD.

```
57
Properties=species:S:1:pos:R:3:lowdin_charge:R:1
N -1.051 0.776 -3.222 0.1644
C -1.514 1.827 -2.509 -0.3533
N -2.325 2.601 -3.196 0.1175
C -2.800 3.677 -2.563 -0.1794
N -2.517 3.995 -1.296 0.1311
C -1.712 3.168 -0.642 -0.2515
C -1.166 2.038 -1.187 -0.1456
N -0.375 1.368 -0.240 0.1189
C -0.459 2.112 0.843 -0.0837
N -1.253 3.227 0.644 0.0747
C -1.574 4.275 1.612 -0.1813
O -0.356 4.916 2.004 -0.0174
C -0.552 5.422 3.322 -0.2491
C 0.788 5.732 3.988 -0.1490
F 0.584 6.188 5.253 -0.0122
C -1.339 4.317 4.025 -0.2380
O -2.118 4.831 5.124 -0.0211
C -2.224 3.758 2.906 -0.2255
O -3.547 4.280 3.061 -0.0038
H -0.627 0.011 -2.692 0.0563
H -1.615 0.561 -4.031 0.1054
H -3.466 4.335 -3.113 0.1074
H 0.040 1.878 1.778 0.1418
H -2.245 5.005 1.143 0.1709
H -1.152 6.339 3.277 0.1743
H 1.414 4.835 4.014 0.1333
H 1.316 6.495 3.407 0.1330
H -0.655 3.535 4.375 0.1631
H -1.537 5.277 5.772 0.1145
H -2.247 2.664 2.943 0.1529
H -3.637 4.558 3.997 0.0952
C 3.212 -7.699 -2.358 -0.0526
N 2.414 -6.475 -2.373 0.0184
C 2.917 -5.245 -2.207 -0.4591
O 4.116 -5.061 -2.024 0.0572
C 1.929 -4.053 -2.253 -0.1784
C 2.465 -2.758 -1.605 -0.0437
C 1.488 -1.589 -1.604 -0.5355
N 1.706 -0.631 -0.737 0.1878
O 0.518 -1.519 -2.348 0.0109
N 0.581 -4.356 -1.744 0.0906
C 0.288 -4.890 -0.557 -0.5626
C -1.179 -4.997 -0.216 0.0048
O 1.129 -5.284 0.236 0.0575
H 3.651 -7.835 -1.368 0.0895
H 2.588 -8.561 -2.598 0.0826
H 4.019 -7.622 -3.089 0.0855
H 1.414 -6.559 -2.448 0.1267
H 1.810 -3.835 -3.314 0.1567
H 3.370 -2.444 -2.123 0.1321
H 2.734 -2.983 -0.572 0.1272
H 1.028 0.125 -0.706 0.0581
H 2.492 -0.676 -0.119 0.1125
H -0.190 -3.988 -2.279 0.1402
H -1.623 -4.003 -0.219 0.0836
H -1.677 -5.629 -0.947 0.0807
H -1.280 -5.437 0.776 0.0853
```

Values from the calculation:
Gap between HOMO and LUMO (eV): 9.0
HOMO level (eV): -8.5538
Net charge: 0
DFT total energy (hartree): -1652.2568

=====

No. 5
Here is a molecular structure, C17H25I2OP2Ru in a non-equilibrium geometry from the Open Molecules 2025 dataset. Energies are from wB97M-V/def2-TZVPD.

```
48
Properties=species:S:1:pos:R:3:lowdin_spin:R:1
I -0.381 -1.082 -5.834 1.2804
I -0.162 1.466 -3.277 0.5253
Ru -0.237 0.420 -0.820 0.4812
P -2.249 -0.362 -1.537 0.0770
C -3.374 1.084 -1.505 0.0329
C -2.648 -1.152 -3.145 0.0288
H -3.567 -1.742 -3.034 0.0008
H -4.012 -1.731 -0.568 0.0042
H -1.842 -1.828 -3.450 0.0239
H -2.438 -2.590 -0.654 0.0001
H -3.111 1.752 -2.336 0.0003
H -2.784 -0.411 -3.933 0.0073
C -2.928 -1.636 -0.419 0.0239
H -4.413 0.750 -1.618 0.0072
H -2.718 -1.382 0.622 0.0034
H -3.269 1.642 -0.568 0.0022
P 1.837 -0.300 -1.523 0.1169
C 2.908 1.190 -1.337 0.0379
C 2.509 -1.620 -0.444 0.0338
H 1.552 -1.644 -3.560 -0.0008
H 3.276 -1.439 -3.093 0.0008
H 2.380 -0.129 -3.919 0.0019
C 2.304 -0.939 -3.189 0.0010
H 2.126 -2.580 -0.819 -0.0003
H 3.608 -1.617 -0.481 0.0074
H 3.950 0.880 -1.182 0.0074
H 2.584 1.820 -0.499 0.0041
H 2.177 -1.487 0.592 0.0007
H 2.824 1.787 -2.254 0.0009
C -0.308 2.236 -0.463 0.1055
O -0.354 3.369 -0.178 0.0842
C 2.542 0.431 4.323 0.1823
C 2.890 0.494 2.967 0.1881
C 1.913 0.493 1.979 0.0093
C 0.542 0.386 2.290 0.1899
C -0.530 0.369 1.323 0.0312
C -1.832 0.504 1.773 0.1832
C -2.157 0.399 3.149 0.1214
C -1.165 0.294 4.092 0.0101
C 0.192 0.329 3.700 0.1697
C 1.205 0.353 4.686 -0.0081
H 3.316 0.448 5.084 0.0062
H 3.942 0.543 2.689 0.0067
H 2.233 0.594 0.943 0.0022
H -2.650 0.691 1.080 0.0081
H -3.202 0.423 3.451 0.0039
H -1.409 0.208 5.155 -0.0017
H 0.932 0.314 5.739 -0.0029
```

Values from the calculation:
Gap between HOMO and LUMO (alpha / beta) (eV): 5.7 / 4.5
2S+1: 5
HOMO level (alpha / beta) (eV): -17.5308 / -17.6261
Net charge: +3
DFT total energy (hartree): -2109.8507
<S²>: 6.0758
Energy above the lowest of the compared OMol25 structures with the same formula, charge and spin (kcal per mole): 39.2